(i)
This record from the Open Molecules 2025 dataset describes the molecule C5H8O2S. The level of theory is ωB97M-V/def2-TZVPD.

```
16
Properties=species:S:1:pos:R:3:nbo_charge:R:1
C 1.84 -0.36 0.21 0.075
C 2.13 1.15 0.11 -0.442
C 0.63 1.41 0.28 -0.425
C 0.35 -0.09 -0.11 0.074
C -1.92 -0.65 0.63 0.061
H 3.25 -1.47 -0.30 0.471
H 1.83 -0.83 1.19 0.180
H 2.84 1.63 0.77 0.213
H 2.49 1.33 -0.90 0.218
H 0.30 1.70 1.27 0.224
H 0.25 2.15 -0.43 0.223
H 0.17 -0.38 -1.16 0.223
H -2.48 -1.26 1.32 0.198
O 2.47 -1.17 -0.74 -0.702
O -0.60 -0.75 0.77 -0.487
S -2.61 0.23 -0.55 -0.104
```

Calculated values
**SMILES string**: O[C@H]1CC[C@@H]1OC=S
**Total charge**: 0
**Gap between HOMO and LUMO**: 9.404 eV
**Highest occupied orbital energy**: -8.846 eV

(ii)
This record from the Open Molecules 2025 dataset describes the molecule C5H8O2S. The level of theory is ωB97M-V/def2-TZVPD.

```
16
Properties=species:S:1:pos:R:3:nbo_charge:R:1
C -1.19 -0.46 -0.26 0.083
C -0.71 -1.31 0.95 -0.427
C 0.29 -0.19 1.35 -0.424
C 0.21 0.31 -0.22 0.044
C 1.33 2.18 -1.07 0.093
H -1.13 -1.82 -1.61 0.465
H -1.88 0.32 0.12 0.184
H -1.37 -1.52 1.73 0.217
H -0.23 -2.30 0.56 0.197
H -0.04 0.43 2.18 0.226
H 1.22 -0.63 1.80 0.232
H 1.01 -0.17 -0.91 0.212
H 1.14 3.04 -1.65 0.184
O -1.64 -1.09 -1.44 -0.691
O 0.19 1.59 -0.91 -0.457
S 2.81 1.61 -0.62 -0.138
```

Calculated values
**SMILES string**: O[C@H]1CC[C@@H]1OC=S
**Total charge**: 0
**Gap between HOMO and LUMO**: 9.414 eV
**Highest occupied orbital energy**: -8.842 eV

Which structure is most stable? (i), by 20.4 kcal/mol over the runner-up.

(i)
This record from the Open Molecules 2025 dataset describes the ion C5H12NO with charge +1. The level of theory is ωB97M-V/def2-TZVPD.

```
19
Properties=species:S:1:pos:R:3:nbo_charge:R:1
C -1.00 -0.34 1.81 -0.075
O 0.49 -0.46 1.89 -0.800
C -1.33 0.32 0.49 -0.440
C -1.06 -0.31 -0.91 -0.399
C 0.41 -0.68 -1.12 -0.258
C 2.02 1.11 -1.45 0.121
N 1.32 0.38 -0.69 -0.396
H -1.30 0.33 2.61 0.206
H -1.29 -1.38 1.95 0.202
H 0.71 -0.65 2.81 0.497
H -2.41 0.47 0.51 0.248
H -0.87 1.31 0.36 0.206
H -1.39 0.41 -1.66 0.225
H -1.66 -1.21 -0.97 0.239
H 0.76 -1.10 -2.07 0.237
H 0.61 -1.48 -0.40 0.243
H 2.59 1.91 -0.98 0.231
H 1.94 1.04 -2.53 0.227
H 1.47 0.31 0.35 0.486
```

Calculated values
**SMILES string**: C=[NH+]CCCCO
**Total charge**: +1
**Gap between HOMO and LUMO**: 9.873 eV
**Highest occupied orbital energy**: -14.591 eV

(ii)
This record from the Open Molecules 2025 dataset describes the ion C5H12NO with charge +1. The level of theory is ωB97M-V/def2-TZVPD.

```
19
Properties=species:S:1:pos:R:3:nbo_charge:R:1
C 0.15 -2.14 -0.59 -0.092
O 0.49 -1.39 -1.68 -0.740
C -0.37 -1.42 0.61 -0.410
C 0.54 -0.10 0.63 -0.481
C -0.05 1.25 0.26 0.148
C -0.11 1.93 -0.87 -0.362
N -0.54 2.01 1.44 -0.721
H 1.05 -2.67 -0.20 0.175
H -0.54 -3.03 -0.75 0.198
H 0.04 -1.59 -2.51 0.506
H -1.41 -1.04 0.54 0.195
H -0.41 -2.08 1.59 0.247
H 1.31 -0.37 -0.10 0.279
H 1.04 0.05 1.65 0.220
H -0.19 1.20 -1.61 0.250
H -0.01 3.02 -0.95 0.240
H -1.54 1.75 1.70 0.452
H -0.04 1.72 2.33 0.438
H -0.47 3.06 1.42 0.457
```

Calculated values
**SMILES string**: C=C([NH3+])CCCO
**Total charge**: +1
**Gap between HOMO and LUMO**: 10.247 eV
**Highest occupied orbital energy**: -13.935 eV

Which structure is most stable? (i), by 37.8 kcal/mol over the runner-up.

(i)
This record from the Open Molecules 2025 dataset describes a cluster of 2 separate species, C5H12NO in total. The level of theory is ωB97M-V/def2-TZVPD.

```
19
Properties=species:S:1:pos:R:3:nbo_charge:R:1
C 0.91 1.27 -0.35 0.560
C -2.34 0.00 1.17 -0.376
C 2.56 -0.23 0.37 -0.416
C 0.60 -1.16 -0.64 -0.394
C -2.88 0.04 -0.07 -0.447
N 1.29 0.03 -0.23 -0.291
O -0.25 1.71 -0.70 -0.599
H 1.63 1.93 0.09 0.207
H -2.15 0.91 1.75 0.215
H -0.93 1.16 -1.17 0.547
H -2.13 -0.94 1.61 0.205
H 2.58 -1.00 1.11 0.243
H 3.28 -0.49 -0.33 0.229
H 2.80 0.73 0.96 0.224
H 1.39 -1.57 -1.16 0.228
H 0.27 -1.52 0.23 0.229
H -0.25 -0.95 -1.29 0.219
H -2.99 -0.79 -0.81 0.206
H -3.39 0.88 -0.51 0.210
```

Calculated values
**Total charge**: +1
**Gap between HOMO and LUMO**: 10.069 eV
**Highest occupied orbital energy**: -13.820 eV

(ii)
This record from the Open Molecules 2025 dataset describes a cluster of 2 separate species, C5H12NO in total. The level of theory is ωB97M-V/def2-TZVPD.

```
19
Properties=species:S:1:pos:R:3:nbo_charge:R:1
C -3.04 -1.42 0.05 -0.698
C -0.21 1.08 -0.02 -0.104
C 2.84 1.13 -0.36 -0.447
C -1.87 -0.60 -0.36 0.166
C -1.37 0.47 0.42 -0.373
N 2.00 0.25 0.37 -0.245
O 2.19 -1.08 -0.09 -0.556
H -3.76 -1.48 -0.71 0.264
H -2.78 -2.33 0.38 0.269
H -3.52 -1.06 1.02 0.236
H 1.67 0.34 1.33 0.400
H 0.07 2.07 0.30 0.221
H 0.12 0.83 -1.03 0.222
H 3.92 0.85 -0.46 0.249
H 2.43 2.07 -0.04 0.227
H 2.56 0.87 -1.44 0.215
H -1.37 -0.87 -1.30 0.214
H 2.10 -1.75 0.67 0.495
H -1.98 0.63 1.28 0.245
```

Calculated values
**Total charge**: +1
**Gap between HOMO and LUMO (spin up / spin down)**: 7.142 / 7.121 eV
**Highest occupied orbital energy (spin up / spin down)**: -12.934 / -12.921 eV

Which structure is most stable? (i), by 63.9 kcal/mol over the runner-up.

(i)
This record from the Open Molecules 2025 dataset describes a cluster of 4 separate species, C3H14O3S in total. The level of theory is ωB97M-V/def2-TZVPD.

```
21
Properties=species:S:1:pos:R:3:nbo_charge:R:1
C 0.68 -1.37 -1.22 -0.617
C -0.07 -0.74 -0.02 -0.510
S -1.20 0.57 -0.60 0.145
C -1.72 1.25 1.00 -0.738
H 1.37 -2.17 -0.86 0.216
H 1.21 -0.59 -1.73 0.223
H -0.02 -1.83 -1.90 0.209
H 0.64 -0.31 0.69 0.216
H -0.63 -1.44 0.53 0.212
H -2.26 0.52 1.60 0.220
H -0.84 1.60 1.56 0.220
H -2.38 2.09 0.80 0.234
H -2.66 -1.32 -1.12 0.469
H -3.05 -2.43 -2.03 0.463
O -3.09 -2.15 -1.10 -0.947
H 3.12 1.44 2.32 0.484
H 3.51 0.26 1.41 0.485
O 2.72 0.76 1.75 -0.950
H 0.84 1.95 -0.73 0.470
H 2.04 1.70 0.23 0.483
O 1.79 2.21 -0.60 -0.986
```

Calculated values
**SMILES string**: CCSC.O.O.O
**Total charge**: 0
**Gap between HOMO and LUMO**: 9.390 eV
**Highest occupied orbital energy**: -9.042 eV

(ii)
This record from the Open Molecules 2025 dataset describes a cluster of 4 separate species, C3H14O3S in total. The level of theory is ωB97M-V/def2-TZVPD.

```
21
Properties=species:S:1:pos:R:3:nbo_charge:R:1
C -1.76 0.75 -1.74 -0.618
C -1.06 -0.39 -1.00 -0.417
C -2.02 -1.20 -0.13 -0.506
S -2.21 -0.36 1.49 -0.070
H -2.27 1.36 -1.00 0.212
H -2.41 0.44 -2.55 0.206
H -0.97 1.30 -2.28 0.208
H -0.47 -1.05 -1.64 0.205
H -0.22 0.06 -0.47 0.205
H -1.62 -2.18 0.09 0.222
H -2.94 -1.34 -0.67 0.222
H -3.51 -0.04 1.46 0.127
H 2.75 -0.34 2.06 0.496
H 1.96 0.19 3.32 0.466
O 2.51 -0.52 2.98 -0.976
H 1.94 2.14 -0.40 0.482
H 0.63 1.61 0.31 0.490
O 1.55 1.43 0.10 -0.965
H 3.48 -1.38 0.12 0.471
H 3.01 -0.02 -0.32 0.485
O 3.64 -0.44 0.29 -0.946
```

Calculated values
**SMILES string**: CCCS.O.O.O
**Total charge**: 0
**Gap between HOMO and LUMO**: 9.607 eV
**Highest occupied orbital energy**: -9.227 eV

Which structure is most stable? (i), by 8.2 kcal/mol over the runner-up.

(i)
This record from the Open Molecules 2025 dataset describes a cluster of 2 separate species, C2H6S2 in total. The level of theory is ωB97M-V/def2-TZVPD.

```
10
Properties=species:S:1:pos:R:3:nbo_charge:R:1
S -0.42 1.88 -1.60 -0.122
S 1.19 2.50 -0.47 -0.125
H 0.17 1.57 -2.75 0.122
H 1.53 3.63 -1.09 0.125
C -0.84 -4.94 1.74 -0.382
C -0.86 -4.40 2.96 -0.391
H -0.06 -4.67 1.04 0.193
H -1.58 -5.67 1.43 0.193
H 0.06 -3.99 3.37 0.188
H -1.78 -4.13 3.45 0.199
```

Calculated values
**SMILES string**: C=C.SS
**Total charge**: 0
**Gap between HOMO and LUMO**: 9.637 eV
**Highest occupied orbital energy**: -9.314 eV

(ii)
This record from the Open Molecules 2025 dataset describes the molecule C2H6S2. The level of theory is ωB97M-V/def2-TZVPD.

```
10
Properties=species:S:1:pos:R:3:nbo_charge:R:1
C 1.53 0.25 -0.26 -0.727
S 0.88 -0.92 -1.57 0.072
S -1.11 -1.18 -1.01 0.010
C -1.52 -0.07 0.51 -0.693
H 0.97 1.22 -0.25 0.219
H 1.55 -0.14 0.84 0.220
H 2.53 0.43 -0.64 0.229
H -2.34 -0.54 1.04 0.233
H -0.72 0.07 1.28 0.222
H -1.78 0.88 0.08 0.215
```

Calculated values
**SMILES string**: CSSC
**Total charge**: 0
**Gap between HOMO and LUMO**: 8.359 eV
**Highest occupied orbital energy**: -7.797 eV

(iii)
This record from the Open Molecules 2025 dataset describes the molecule C2H6S2. The level of theory is ωB97M-V/def2-TZVPD.

```
10
Properties=species:S:1:pos:R:3:nbo_charge:R:1
C -2.62 0.28 0.52 -0.643
C -1.26 -0.01 -0.22 -0.507
S 0.20 -0.10 0.93 0.092
S 1.81 -0.05 -1.08 -0.175
H -2.62 1.24 1.01 0.216
H -2.91 -0.46 1.35 0.218
H -3.57 0.31 -0.15 0.228
H -1.00 0.75 -0.95 0.225
H -1.19 -1.00 -0.60 0.217
H 2.40 -0.05 0.09 0.128
```

Calculated values
**SMILES string**: CCSS
**Total charge**: 0
**Gap between HOMO and LUMO**: 7.190 eV
**Highest occupied orbital energy**: -8.897 eV

Which structure is most stable? (ii), by 19.3 kcal/mol over the runner-up.

(i)
This record from the Open Molecules 2025 dataset describes the molecule C2H6S2. The level of theory is ωB97M-V/def2-TZVPD.

```
10
Properties=species:S:1:pos:R:3:nbo_charge:R:1
C 0.38 0.58 -0.21 -0.499
C -0.46 -0.50 0.17 -0.562
H 1.92 -1.05 -0.95 0.091
H -0.05 1.20 -1.02 0.237
H 0.50 1.35 0.64 0.206
H -0.13 -0.64 1.27 0.232
H 0.16 -1.43 -0.36 0.231
H -2.15 0.96 0.63 0.135
S 2.13 -0.22 -0.03 -0.027
S -2.29 -0.24 -0.14 -0.043
```

Calculated values
**SMILES string**: SCCS
**Total charge**: 0
**Gap between HOMO and LUMO**: 10.129 eV
**Highest occupied orbital energy**: -9.423 eV

(ii)
This record from the Open Molecules 2025 dataset describes a cluster of 2 separate species, C2H6S2 in total. The level of theory is ωB97M-V/def2-TZVPD.

```
10
Properties=species:S:1:pos:R:3:nbo_charge:R:1
C 0.66 0.21 -1.12 -0.392
C 0.15 -1.00 -1.19 -0.412
S -1.19 1.20 0.88 -0.096
S 0.43 0.27 1.78 -0.181
H 0.35 0.39 3.23 0.148
H 0.31 1.13 -1.69 0.199
H 1.61 0.46 -0.59 0.203
H -0.52 -1.18 -2.08 0.197
H 0.27 -1.70 -0.44 0.201
H -2.07 0.22 1.22 0.134
```

Calculated values
**SMILES string**: C=C.SS
**Total charge**: 0
**Gap between HOMO and LUMO**: 9.084 eV
**Highest occupied orbital energy**: -8.872 eV

Which structure is most stable? (i), by 3.9 kcal/mol over the runner-up.

(i)
This record from the Open Molecules 2025 dataset describes the molecule C2H6N2. The level of theory is ωB97M-V/def2-TZVPD.

```
10
Properties=species:S:1:pos:R:3:nbo_charge:R:1
C 0.99 0.73 -0.05 -0.116
C -1.35 -0.27 0.02 -0.423
N 1.21 -0.68 0.35 -0.465
N 0.01 -0.26 -0.51 -0.303
H 0.74 1.49 0.79 0.187
H 1.61 1.10 -0.90 0.187
H -1.65 -1.23 0.07 0.200
H -1.19 -0.03 1.04 0.177
H -2.09 0.31 -0.43 0.209
H 1.72 -1.16 -0.37 0.349
```

Calculated values
**SMILES string**: CN1CN1
**Total charge**: 0
**Gap between HOMO and LUMO**: 10.370 eV
**Highest occupied orbital energy**: -9.110 eV

(ii)
This record from the Open Molecules 2025 dataset describes the molecule C2H6N2. The level of theory is ωB97M-V/def2-TZVPD.

```
10
Properties=species:S:1:pos:R:3:nbo_charge:R:1
C 1.45 -0.20 -0.01 -0.697
C -0.09 0.12 -0.04 0.440
H 1.86 0.09 1.00 0.238
H 1.76 -1.32 -0.06 0.214
H 2.09 0.50 -0.61 0.250
H -0.67 -1.91 0.21 0.389
H -2.01 -0.80 0.54 0.370
H -1.40 1.46 -0.05 0.331
N -0.94 -0.96 -0.13 -0.828
N -0.46 1.31 0.02 -0.707
```

Calculated values
**SMILES string**: [H]/N=C(/C)N
**Total charge**: 0
**Gap between HOMO and LUMO**: 10.089 eV
**Highest occupied orbital energy**: -9.371 eV

Which structure is most stable? (ii), by 35.4 kcal/mol over the runner-up.

(i)
This record from the Open Molecules 2025 dataset describes a cluster of 2 separate species, C3H11NOS2 in total. The level of theory is ωB97M-V/def2-TZVPD.

```
18
Properties=species:S:1:pos:R:3:nbo_charge:R:1
N -1.16 -0.11 -0.90 -0.874
C -1.73 -0.41 0.41 -0.093
C -1.52 0.88 1.23 -0.618
C -1.12 -1.63 0.98 -0.543
S -1.36 -3.32 0.28 0.101
S 0.63 -3.45 -0.55 -0.136
H -1.67 -0.29 -1.71 0.380
H -0.19 -0.23 -0.90 0.363
H -2.84 -0.61 0.29 0.193
H -0.47 0.63 1.81 0.206
H -1.77 1.70 0.57 0.244
H -2.24 1.06 2.11 0.204
H -0.01 -1.48 1.06 0.225
H -1.41 -1.73 2.05 0.221
H 0.17 -3.21 -1.76 0.127
H 6.30 3.75 -1.50 0.471
H 4.90 4.44 -1.41 0.468
O 5.47 4.01 -2.04 -0.938
```

Calculated values
**SMILES string**: C[C@@H](N)CSS.O
**Total charge**: 0
**Gap between HOMO and LUMO**: 9.051 eV
**Highest occupied orbital energy**: -8.905 eV

(ii)
This record from the Open Molecules 2025 dataset describes a cluster of 2 separate species, C3H11NOS2 in total. The level of theory is ωB97M-V/def2-TZVPD.

```
18
Properties=species:S:1:pos:R:3:nbo_charge:R:1
S -2.76 1.01 0.21 -0.191
S -1.02 2.03 0.74 0.105
C -0.06 1.77 -0.78 -0.535
C 0.50 0.37 -0.91 -0.241
N 1.34 0.03 0.24 -0.628
C 2.03 -1.23 0.06 -0.411
H -3.62 1.84 0.79 0.147
H 0.74 2.51 -0.72 0.238
H -0.65 2.06 -1.65 0.228
H -0.32 -0.36 -1.02 0.173
H 1.13 0.31 -1.80 0.197
H 0.71 -0.07 1.03 0.367
H 2.79 -1.14 -0.73 0.183
H 2.55 -1.48 0.98 0.203
H 1.36 -2.06 -0.22 0.171
H -1.70 -2.63 1.29 0.470
H -1.84 -1.14 1.14 0.476
O -1.17 -1.81 1.35 -0.952
```

Calculated values
**SMILES string**: CNCCSS.O
**Total charge**: 0
**Gap between HOMO and LUMO**: 8.978 eV
**Highest occupied orbital energy**: -8.643 eV

Which structure is most stable? (ii), by 26.4 kcal/mol over the runner-up.